1.
C3H4N2OS | wB97M-V/def2-TZVPD

Structure (ORCA input):
```
! RIJCOSX wB97M-V def2-TZVPD def2/J DEFGRID3
* xyz 0 1
S 2.976 -0.236 -0.074
C 1.457 -0.685 -0.013
N 0.260 0.013 -0.032
C 0.302 1.474 -0.049
O 1.335 2.074 0.033
H -2.796 -0.573 -0.007
N -2.084 0.081 -0.140
H -0.975 -1.726 0.250
H -0.718 1.908 -0.070
H 1.272 -1.741 0.076
C -1.029 -0.588 0.027
*
```

The value obtained for the total energy is -699.6142 a.u. The highest occupied orbital energy comes out at -8.47 eV. As for the structure (SMILES): [H]/N=C/N(C=O)C=S. For the energy above the lowest of the compared OMol25 structures with the same formula, charge and spin, the calculation gives 1.577 eV. The frontier orbital gap comes out at 8.46 eV.

---

2.
C14H26Cl2NOP | wB97M-V/def2-TZVPD

Structure (ORCA input):
```
! RIJCOSX wB97M-V def2-TZVPD def2/J DEFGRID3
* xyz 0 1
H 0.362 0.723 1.041
C 0.330 -1.880 4.817
C 1.097 5.196 -1.930
H 1.460 -1.167 2.197
C -1.275 -5.408 -2.652
C -1.085 -3.580 -0.930
Cl -3.510 -4.576 -1.355
H 1.630 5.100 -2.877
C 0.692 1.994 -2.374
H -0.197 2.629 -2.355
N 1.008 4.493 0.399
H 1.300 2.247 -3.248
C 1.857 4.519 -0.794
C -0.413 -1.009 0.148
H 1.545 4.152 1.191
H 0.288 3.790 0.257
H -0.791 -0.406 -0.676
H -1.296 -1.520 3.422
H 0.099 4.775 -2.055
H 2.726 5.143 -0.564
H 0.366 0.958 -2.464
H -0.131 -2.732 5.317
H -1.189 0.309 1.717
H -0.535 -4.930 -3.285
H 0.561 -1.391 -0.138
H -2.093 -5.742 -3.282
O 1.440 2.101 -1.177
H 1.406 -2.046 4.812
C -0.243 -0.121 1.383
H -0.841 -6.270 -2.147
H 0.812 0.096 3.206
C -0.232 -1.753 3.411
H 0.973 6.257 -1.716
H -5.108 -1.160 -1.140
C -1.805 -4.444 -1.639
H 0.108 -1.003 5.425
C -3.052 -1.587 -0.294
C 0.524 -0.735 2.555
C 2.407 3.132 -1.153
P -1.623 -2.400 0.375
H 2.956 3.158 -2.104
H 3.120 2.840 -0.377
Cl 0.648 -3.693 -1.141
C -4.138 -1.326 -0.738
H -0.159 -2.732 2.935
*
```

The value obtained for the total energy is -1940.6600 a.u. The highest occupied orbital energy comes out at -8.39 eV. As for the structure (SMILES): C#CP(CCCCC)/C(Cl)=C(/C)Cl.COC[C@@H](C)N. The frontier orbital gap comes out at 9.03 eV.